Record 1
C21H25N3O3S | ωB97M-V/def2-TZVPD

Last column: Löwdin charge in e.
Geometry (Å):
1 C 0.670 1.150 -5.633  -0.05
2 C 0.094 0.573 -4.362  -0.26
3 C -1.276 0.447 -4.132  -0.05
4 C -1.695 -0.094 -2.925  -0.08
5 C -0.813 -0.487 -1.930  -0.04
6 C 0.563 -0.350 -2.136  -0.19
7 C 1.567 -0.751 -1.052  -0.08
8 C 2.061 0.427 -0.238  -0.12
9 C 1.403 0.707 1.020  0.04
10 C 1.721 1.724 1.857  -0.16
11 C 1.000 2.031 3.146  -0.11
12 C 0.591 0.771 3.952  -0.24
13 O -0.801 0.512 3.811  -0.07
14 C 2.825 2.553 1.463  -0.29
15 N 3.332 3.594 2.098  -0.24
16 S 4.552 4.208 1.237  1.02
17 N 4.510 3.165 -0.007  -0.23
18 C 3.528 2.316 0.205  -0.29
19 C 3.083 1.232 -0.631  -0.14
20 N 3.797 1.034 -1.890  0.18
21 C 3.656 2.030 -2.602  -0.32
22 O 3.317 2.797 -3.393  0.21
23 C 0.974 0.161 -3.363  -0.01
24 H -0.007 1.069 -6.488  0.08
25 H 0.968 2.197 -5.531  0.08
26 H 1.571 0.581 -5.890  0.08
27 H -1.973 0.758 -4.904  0.11
28 H -2.761 -0.197 -2.729  0.10
29 H -1.178 -0.912 -0.997  0.10
30 H 2.384 -1.279 -1.551  0.12
31 H 1.041 -1.457 -0.402  0.11
32 H 0.589 0.034 1.294  0.12
33 H 1.669 2.631 3.773  0.11
34 H 0.115 2.663 3.001  0.13
35 H 0.817 0.955 5.005  0.11
36 H 1.205 -0.071 3.607  0.12
37 H -1.006 0.713 2.892  0.06
38 H 2.040 0.236 -3.553  0.10
39 C -3.633 -1.979 3.514  -0.07
40 C -3.187 -1.285 2.240  -0.28
41 O -1.949 -1.757 1.729  -0.18
42 C -1.896 -3.129 1.380  -0.28
43 C -2.893 -3.531 0.306  -0.07
44 H -2.872 -1.872 4.288  0.08
45 H -4.565 -1.543 3.874  0.08
46 H -3.802 -3.046 3.360  0.07
47 H -3.040 -0.225 2.448  0.11
48 H -3.962 -1.346 1.468  0.11
49 H -2.013 -3.752 2.273  0.11
50 H -0.883 -3.303 1.011  0.11
51 H -3.924 -3.382 0.629  0.07
52 H -2.770 -4.585 0.054  0.08
53 H -2.742 -2.937 -0.597  0.07

* energy above the lowest of the compared OMol25 structures with the same formula, charge and spin: 320.8 kJ/mol
* gap between HOMO and LUMO: 8.10 eV
* total energy: -43629.9740 eV
* charge: 0
* HOMO: -8.73 eV

***

Record 2
C21H25N3O4 | ωB97M-V/def2-TZVPD

Last column: Löwdin charge in e.
Geometry (Å):
1 C 5.426 1.810 -1.194  -0.11
2 C 4.818 0.421 -1.035  -0.26
3 C 3.447 0.509 -0.369  -0.16
4 C 2.757 -0.796 -0.105  -0.12
5 C 3.290 -1.971 -0.513  0.07
6 C 2.684 -3.258 -0.260  -0.44
7 O 3.121 -4.322 -0.621  0.12
8 O 1.519 -3.247 0.460  0.13
9 C 0.948 -2.102 0.886  -0.18
10 C -0.233 -2.258 1.604  0.03
11 C -0.906 -1.154 2.088  -0.27
12 C -2.178 -1.318 2.856  -0.03
13 C -0.389 0.113 1.825  0.01
14 C 0.779 0.287 1.101  -0.18
15 O 1.272 1.526 0.798  -0.08
16 C 0.575 2.671 1.237  -0.08
17 C -0.784 2.867 0.551  -0.50
18 O -1.716 3.407 1.105  0.07
19 N -0.811 2.411 -0.715  0.08
20 C -1.989 2.459 -1.549  -0.17
21 C -2.600 1.073 -1.762  -0.14
22 C -3.131 0.493 -0.446  -0.14
23 N -3.647 -0.835 -0.618  -0.09
24 C -2.909 -1.981 -0.739  -0.09
25 C -3.807 -2.992 -0.915  -0.16
26 N -5.071 -2.495 -0.911  0.05
27 C -4.943 -1.210 -0.736  -0.18
28 C 1.500 -0.833 0.619  -0.01
29 H 5.547 2.289 -0.225  0.07
30 H 6.403 1.745 -1.666  0.07
31 H 4.789 2.441 -1.811  0.07
32 H 4.726 -0.042 -2.019  0.11
33 H 5.484 -0.193 -0.427  0.12
34 H 2.794 1.127 -0.991  0.13
35 H 3.553 1.033 0.584  0.13
36 H 4.219 -2.021 -1.054  0.12
37 H -0.604 -3.257 1.768  0.14
38 H -2.902 -1.880 2.268  0.08
39 H -2.608 -0.355 3.119  0.08
40 H -1.993 -1.879 3.771  0.09
41 H -0.924 0.969 2.204  0.11
42 H 0.437 2.681 2.324  0.14
43 H 1.219 3.514 0.965  0.15
44 H 0.006 1.940 -1.076  0.15
45 H -2.702 3.112 -1.041  0.12
46 H -1.724 2.899 -2.515  0.12
47 H -1.847 0.397 -2.175  0.12
48 H -3.415 1.150 -2.483  0.12
49 H -2.323 0.460 0.290  0.10
50 H -3.929 1.131 -0.057  0.14
51 H -1.840 -1.978 -0.675  0.11
52 H -3.626 -4.040 -1.043  0.09
53 H -5.757 -0.515 -0.680  0.12

* energy above the lowest of the compared OMol25 structures with the same formula, charge and spin: 174.8 kJ/mol
* SMILES string: CCCc1cc(=O)oc2cc(C)cc(OCC(=O)NCCCn3ccnc3)c12
* gap between HOMO and LUMO: 8.78 eV
* total energy: -34843.9940 eV
* charge: 0
* HOMO: -8.77 eV

***

Record 3
C21H25N3O6S | ωB97M-V/def2-TZVPD

Last column: Löwdin charge in e.
Geometry (Å):
1 C -5.658 4.744 -4.430  -0.09
2 O -4.902 4.472 -3.276  -0.08
3 C -4.109 3.366 -3.265  -0.27
4 C -3.978 2.468 -4.313  -0.03
5 C -3.136 1.368 -4.191  -0.02
6 C -2.419 1.152 -3.032  -0.21
7 O -1.561 0.099 -2.808  -0.10
8 C -1.423 -0.872 -3.816  -0.08
9 C -2.551 2.065 -1.964  -0.13
10 N -1.800 1.783 -0.821  0.16
11 C -1.738 2.461 0.352  -0.41
12 O -2.330 3.494 0.593  0.09
13 C -0.829 1.836 1.371  -0.10
14 C -0.345 2.663 2.383  0.00
15 C 0.488 2.170 3.373  -0.04
16 C 0.846 0.832 3.369  -0.04
17 C 0.352 0.012 2.373  -0.27
18 S 0.816 -1.715 2.377  0.69
19 O 0.221 -2.353 1.233  -0.29
20 O 0.571 -2.283 3.669  -0.27
21 N 2.486 -1.560 2.217  -0.23
22 C 3.268 -2.602 2.848  -0.17
23 C 3.324 -3.859 1.969  -0.12
24 N 3.836 -3.504 0.667  -0.06
25 C 5.058 -3.806 0.158  -0.50
26 C 5.897 -4.792 0.944  0.00
27 O 5.443 -3.329 -0.892  0.05
28 C 3.011 -2.515 0.001  -0.12
29 C 2.918 -1.255 0.868  -0.16
30 C -0.479 0.487 1.379  0.00
31 C -3.387 3.156 -2.087  0.08
32 H -6.370 3.940 -4.645  0.09
33 H -5.017 4.905 -5.304  0.09
34 H -6.205 5.660 -4.214  0.09
35 H -4.519 2.598 -5.236  0.10
36 H -3.056 0.688 -5.023  0.11
37 H -0.733 -1.614 -3.416  0.09
38 H -1.004 -0.443 -4.731  0.10
39 H -2.380 -1.352 -4.042  0.10
40 H -1.241 0.947 -0.926  0.12
41 H -0.645 3.700 2.373  0.12
42 H 0.853 2.827 4.148  0.11
43 H 1.487 0.408 4.124  0.12
44 H 4.277 -2.211 3.019  0.13
45 H 2.791 -2.823 3.803  0.11
46 H 2.303 -4.242 1.850  0.13
47 H 3.937 -4.624 2.440  0.12
48 H 6.806 -4.980 0.379  0.08
49 H 6.166 -4.385 1.916  0.08
50 H 5.365 -5.730 1.080  0.08
51 H 2.008 -2.925 -0.145  0.12
52 H 3.471 -2.288 -0.962  0.13
53 H 3.898 -0.770 0.930  0.14
54 H 2.199 -0.553 0.443  0.12
55 H -0.850 -0.226 0.659  0.12
56 H -3.493 3.854 -1.276  0.12

* energy above the lowest of the compared OMol25 structures with the same formula, charge and spin: 105.9 kJ/mol
* SMILES string: COc1ccc(OC)c(NC(=O)c2cccc(S(=O)(=O)N3CCN(C(C)=O)CC3)c2)c1
* gap between HOMO and LUMO: 8.11 eV
* total energy: -49773.2504 eV
* charge: 0
* HOMO: -7.99 eV

***

Record 4
C21H25N4NaO3S | ωB97M-V/def2-TZVPD

Last column: Löwdin charge in e.
Geometry (Å):
1 Na -0.130 -1.499 -0.436  0.14
2 C 2.602 -2.021 -0.362  -0.12
3 N 2.636 -0.641 0.095  -0.20
4 C 3.426 0.228 -0.772  -0.21
5 C 2.737 1.541 -1.178  -0.17
6 C 2.016 1.476 -2.536  -0.25
7 N 0.659 0.987 -2.393  0.06
8 C -0.265 1.742 -2.827  -0.13
9 C -1.708 1.493 -2.800  -0.15
10 C -2.523 2.340 -3.560  -0.11
11 C -3.893 2.183 -3.645  -0.16
12 C -4.473 1.123 -2.920  -0.14
13 C -3.713 0.280 -2.147  -0.03
14 C -2.286 0.425 -2.027  -0.39
15 O -1.596 -0.311 -1.276  -0.11
16 C 3.061 -0.589 1.485  -0.23
17 C 2.861 0.757 2.178  -0.17
18 C 1.451 1.007 2.705  -0.23
19 N 0.557 1.491 1.657  0.06
20 C -0.617 1.012 1.570  -0.12
21 C -1.254 -0.072 2.386  -0.15
22 C -2.463 0.214 3.014  -0.08
23 C -3.140 -0.723 3.783  -0.15
24 C -2.583 -2.003 3.889  -0.14
25 C -1.405 -2.330 3.247  -0.03
26 C -0.693 -1.391 2.441  -0.41
27 O 0.383 -1.698 1.808  -0.13
28 H 3.603 -2.495 -0.338  0.08
29 H 2.223 -2.075 -1.384  0.07
30 H 1.934 -2.605 0.274  0.06
31 H 3.666 -0.333 -1.681  0.10
32 H 4.394 0.443 -0.292  0.10
33 H 3.471 2.354 -1.202  0.10
34 H 1.998 1.792 -0.413  0.08
35 H 2.558 0.774 -3.181  0.10
36 H 2.047 2.458 -3.035  0.09
37 H 0.015 2.699 -3.307  0.10
38 H -2.041 3.149 -4.106  0.09
39 H -4.498 2.850 -4.246  0.07
40 H -5.547 0.969 -2.968  0.08
41 H -4.161 -0.530 -1.583  0.10
42 H 4.134 -0.869 1.549  0.11
43 H 2.484 -1.341 2.024  0.10
44 H 3.138 1.581 1.512  0.09
45 H 3.556 0.795 3.023  0.10
46 H 1.505 1.803 3.458  0.11
47 H 1.087 0.106 3.195  0.10
48 H -1.255 1.456 0.802  0.11
49 H -2.888 1.207 2.885  0.10
50 H -4.080 -0.477 4.260  0.07
51 H -3.098 -2.764 4.468  0.08
52 H -0.996 -3.333 3.300  0.10
53 O -1.770 -5.241 -1.673  -0.66
54 S -1.231 -3.952 -1.197  0.58
55 N 0.104 -3.445 -1.522  -0.45

* energy above the lowest of the compared OMol25 structures with the same formula, charge and spin: 47.9 kJ/mol
* gap between HOMO and LUMO: 5.75 eV
* total energy: -49538.1161 eV
* charge: -2
* HOMO: -1.65 eV

***

no.,LUMO level (eV)
1,-0.63
2,0.01
3,0.12
4,4.10